The following is a DFT calculation (ωB97M-V/def2-TZVPD) of the molecule C6H8O2 in a non-equilibrium geometry.

The value obtained for the HOMO-LUMO gap is 8.98 eV. The LUMO energy is 0.697 eV. The total energy is -10443.4693 eV.

Last column: Mulliken charge in e.
Element x y z (Å)
C  2.60  0.62  0.17  -0.921
C  1.35  0.29  -0.05  0.187
C  0.24  0.27  -0.98  -0.535
C  -0.91  0.32  0.08  0.853
C  -2.24  -0.33  -0.19  -1.452
O  -1.09  1.52  0.75  -0.583
C  0.25  -0.54  0.41  0.426
O  0.21  -1.88  0.66  -0.522
H  3.10  0.35  1.09  0.280
H  3.16  1.21  -0.54  0.266
H  0.20  -0.09  -1.99  0.284
H  -2.83  0.32  -0.84  0.354
H  -2.78  -0.45  0.74  0.371
H  -2.10  -1.30  -0.66  0.343
H  -0.24  1.97  0.85  0.321
H  1.08  -2.27  0.49  0.330

The following is a DFT calculation (ωB97M-V/def2-TZVPD) of a structure of composition C27H43N6O9PSc.

The value obtained for the HOMO-LUMO gap is 9.32 eV. The LUMO energy is -1.960 eV. Its net charge is +1. The total energy is -86059.9883 eV.

Last column: Mulliken charge in e.
Element x y z (Å)
Sc  1.01  -0.32  -0.16  -0.165
O  3.74  -5.52  2.01  -0.534
C  3.10  -4.44  1.55  0.973
C  1.96  -4.52  0.74  -0.788
C  1.38  -3.34  0.33  0.218
N  1.88  -2.16  0.68  0.656
C  2.95  -2.07  1.47  0.389
C  3.60  -3.19  1.93  -0.777
C  3.29  -0.63  1.77  -0.151
O  4.32  -0.31  2.32  -0.709
O  2.36  0.19  1.35  -0.521
C  0.11  -3.21  -0.51  -0.182
O  -0.46  -4.20  -0.91  -0.729
O  -0.23  -1.97  -0.67  0.777
H  3.31  -6.33  1.70  0.321
H  1.52  -5.46  0.45  0.503
H  4.47  -3.10  2.57  0.599
C  3.80  3.63  1.35  -1.005
N  2.58  3.23  0.64  0.138
C  1.33  3.76  1.16  -0.864
C  2.58  2.21  -0.20  1.386
O  1.53  1.76  -0.73  -0.593
C  3.91  1.55  -0.54  -1.694
O  3.66  0.35  -1.25  -0.262
C  3.51  0.49  -2.64  -1.387
C  2.23  -0.19  -3.09  0.962
O  1.43  -0.62  -2.24  -0.583
N  2.00  -0.33  -4.39  0.169
C  2.91  0.14  -5.42  -1.078
C  0.82  -1.05  -4.85  -0.995
H  3.65  4.62  1.75  0.369
H  4.02  2.94  2.16  0.336
H  4.65  3.67  0.67  0.355
H  1.29  4.84  1.00  0.433
H  0.50  3.29  0.64  -0.014
H  1.26  3.55  2.22  0.429
H  4.54  2.23  -1.13  0.677
H  4.43  1.28  0.37  0.590
H  3.47  1.54  -2.94  0.530
H  4.37  0.03  -3.14  0.555
H  3.57  0.92  -5.06  0.404
H  3.50  -0.69  -5.82  0.317
H  2.32  0.56  -6.24  0.382
H  0.29  -1.48  -4.01  0.202
H  0.16  -0.37  -5.40  0.324
H  1.14  -1.85  -5.53  0.417
O  -0.66  0.46  0.70  0.989
P  -2.18  0.28  0.75  -2.075
N  -2.64  -1.24  1.03  0.984
C  -2.03  -2.00  2.14  -0.315
C  -2.57  -3.42  1.95  -0.631
C  -3.87  -3.22  1.18  -0.815
C  -3.51  -2.11  0.21  -0.437
N  -2.69  1.24  1.96  0.852
C  -4.06  1.15  2.50  -0.587
C  -4.11  2.30  3.51  -0.756
C  -2.67  2.38  4.01  -0.771
C  -1.85  2.18  2.74  -0.166
N  -2.95  0.73  -0.63  0.109
C  -2.55  0.06  -1.89  -0.336
C  -1.85  1.16  -2.74  -0.087
C  -1.93  2.44  -1.90  -0.127
C  -3.09  2.16  -0.95  -0.806
H  -2.35  -1.57  3.10  0.519
H  -0.94  -1.96  2.09  -0.248
H  -2.71  -3.94  2.90  0.437
H  -1.87  -4.00  1.34  0.151
H  -4.67  -2.89  1.85  0.343
H  -4.20  -4.12  0.67  0.417
H  -4.37  -1.55  -0.16  0.362
H  -2.95  -2.52  -0.64  0.159
H  -4.20  0.18  3.00  0.239
H  -4.80  1.25  1.71  0.328
H  -4.84  2.12  4.30  0.395
H  -4.38  3.23  3.00  0.313
H  -2.47  1.57  4.71  0.325
H  -2.43  3.32  4.51  0.404
H  -0.87  1.75  2.92  0.077
H  -1.73  3.12  2.20  0.170
H  -3.44  -0.31  -2.40  0.451
H  -1.90  -0.79  -1.69  -0.283
H  -2.38  1.28  -3.69  0.433
H  -0.82  0.89  -2.97  -0.355
H  -2.07  3.33  -2.50  0.630
H  -1.01  2.56  -1.32  -0.477
H  -4.05  2.31  -1.45  0.382
H  -3.07  2.76  -0.04  0.430

The following is a DFT calculation (ωB97M-V/def2-TZVPD) of a structure of composition C48H41ClGeIrN3O5 in a non-equilibrium geometry.

The value obtained for the HOMO-LUMO gap is 4.99 eV. The LUMO energy is -7.109 eV. Its net charge is +2. The total energy is -137012.0959 eV.

Last column: Mulliken charge in e.
Element x y z (Å)
Ir  -1.25  -1.03  -0.79  2.672
C  1.17  -3.38  -1.26  -0.361
O  -0.22  -3.00  -1.14  -0.352
C  -1.15  -3.99  -1.46  0.878
C  -0.79  -5.29  -1.78  -0.890
C  -1.78  -6.21  -2.06  -0.838
C  -3.12  -5.84  -2.02  -1.065
C  -3.46  -4.54  -1.71  -0.411
C  -2.47  -3.60  -1.43  0.416
N  -2.76  -2.23  -1.18  0.184
N  -4.01  -1.97  -1.03  -0.381
C  -4.56  -0.78  -0.96  0.352
C  -3.79  0.43  -0.87  1.171
O  -2.51  0.45  -1.08  -0.908
C  -4.44  1.64  -0.52  -1.211
C  -5.79  1.69  -0.42  -0.874
C  -6.62  0.54  -0.64  0.669
C  -8.02  0.65  -0.61  -0.915
C  -8.80  -0.45  -0.88  -0.612
C  -8.20  -1.68  -1.16  -0.837
C  -6.83  -1.80  -1.18  -0.076
C  -6.02  -0.70  -0.91  0.373
H  1.40  -4.17  -0.54  0.505
H  1.76  -2.51  -1.03  -1.156
H  1.37  -3.72  -2.27  0.603
H  0.24  -5.60  -1.81  0.494
H  -1.50  -7.23  -2.31  0.460
H  -3.89  -6.56  -2.24  0.443
H  -4.49  -4.22  -1.68  0.499
H  -3.83  2.52  -0.38  0.608
H  -6.27  2.63  -0.18  0.439
H  -8.47  1.61  -0.40  0.438
H  -9.88  -0.36  -0.87  0.421
H  -8.82  -2.54  -1.38  0.436
H  -6.37  -2.74  -1.43  0.436
C  3.12  -0.74  -2.40  -1.203
Ge  2.66  0.00  -0.67  1.395
C  3.28  1.65  0.08  0.578
C  3.96  2.61  -0.68  -0.254
C  4.43  3.76  -0.07  -0.697
C  4.24  3.96  1.29  -0.571
C  3.59  3.00  2.05  -0.919
C  3.12  1.84  1.45  -0.033
C  2.80  -1.34  0.75  0.262
C  1.74  -1.90  1.42  0.960
C  1.93  -2.93  2.37  -0.895
C  3.19  -3.41  2.61  -1.174
C  4.31  -2.85  1.96  0.934
C  5.62  -3.33  2.21  -0.999
C  6.70  -2.77  1.60  -0.630
C  6.53  -1.69  0.71  -1.313
C  5.28  -1.22  0.44  -0.563
C  4.13  -1.79  1.04  -0.201
H  3.74  -1.62  -2.26  0.472
H  3.67  0.00  -2.98  0.483
H  2.21  -1.00  -2.94  0.350
H  4.11  2.46  -1.74  0.338
H  4.97  4.50  -0.66  0.493
H  4.61  4.86  1.76  0.428
H  3.46  3.14  3.12  0.462
H  2.64  1.07  2.05  0.408
H  0.74  -1.57  1.21  -0.018
H  1.08  -3.35  2.89  0.528
H  3.34  -4.22  3.31  0.419
H  5.75  -4.15  2.92  0.456
H  7.70  -3.14  1.80  0.430
H  7.39  -1.23  0.25  0.468
H  5.18  -0.36  -0.23  0.243
C  0.55  5.06  1.75  -1.469
C  1.08  5.35  0.37  1.020
C  1.87  6.45  0.11  -0.546
C  2.34  6.71  -1.16  0.041
Cl  3.32  8.11  -1.46  -0.208
C  2.04  5.85  -2.20  -0.919
C  1.24  4.74  -1.96  -0.731
C  0.76  4.50  -0.69  0.770
O  -0.05  3.43  -0.34  -0.268
C  -0.51  2.51  -1.30  -0.497
C  0.59  1.48  -1.55  0.981
O  1.53  1.73  -2.25  -0.499
O  0.59  0.34  -0.80  0.072
H  1.02  5.70  2.49  0.418
H  0.72  4.02  2.02  0.042
H  -0.53  5.24  1.79  0.349
H  2.12  7.13  0.92  0.450
H  2.42  6.04  -3.19  0.466
H  1.02  4.07  -2.78  0.377
H  -0.79  2.98  -2.25  0.582
H  -1.38  2.05  -0.85  -0.556
C  -1.63  -0.58  3.92  -0.518
C  -0.98  0.38  3.16  -0.908
C  -0.88  0.20  1.80  -0.436
N  -1.43  -0.87  1.20  0.230
C  -2.07  -1.80  1.92  -0.146
C  -2.19  -1.68  3.29  -0.971
H  -1.71  -0.47  4.99  0.460
H  -0.54  1.25  3.62  0.598
H  -0.37  0.91  1.17  0.621
H  -2.49  -2.64  1.38  0.437
H  -2.71  -2.45  3.84  0.509

The following is a DFT calculation (ωB97M-V/def2-TZVPD) of the ion C20H32N3 with charge +1 in a non-equilibrium geometry.

The value obtained for the HOMO-LUMO gap is 8.24 eV. The LUMO energy is -2.342 eV. Its net charge is +1. The total energy is -25721.9103 eV.

Last column: Mulliken charge in e.
Element x y z (Å)
C  3.40  -1.11  0.50  -1.030
N  2.61  -0.50  1.56  0.491
C  3.45  0.20  2.53  -1.120
C  1.61  -1.41  2.14  -1.637
C  0.22  -0.78  2.31  0.793
C  -0.71  -1.50  3.26  -0.845
C  -2.15  -1.13  2.92  -0.743
C  -2.19  -0.58  1.51  -0.347
N  -0.75  -0.52  1.04  0.372
C  -0.41  -0.94  -0.31  1.881
C  -0.22  0.27  -1.21  -1.476
C  0.76  1.22  -1.01  -0.162
N  0.70  2.42  -1.59  0.219
C  -0.41  2.94  -2.37  -0.532
C  0.02  4.36  -2.79  -0.599
C  1.45  4.57  -2.24  -0.579
C  1.80  3.34  -1.40  -0.643
C  -1.48  -1.83  -0.90  -0.298
C  -1.31  -3.20  -1.13  -0.258
C  -2.32  -3.91  -1.81  -0.747
C  -3.49  -3.27  -2.23  -0.526
C  -3.64  -1.91  -2.00  -1.060
C  -2.67  -1.21  -1.28  -0.214
H  2.72  -1.45  -0.29  0.313
H  4.08  -0.36  0.09  0.355
H  3.99  -1.98  0.85  0.316
H  2.82  0.70  3.28  0.309
H  4.15  -0.47  3.07  0.368
H  4.04  0.95  2.02  0.361
H  1.56  -2.37  1.59  0.389
H  1.93  -1.64  3.18  0.371
H  0.38  0.25  2.67  0.073
H  -0.56  -2.59  3.23  0.393
H  -0.47  -1.17  4.28  0.394
H  -2.80  -2.01  2.98  0.359
H  -2.57  -0.39  3.62  0.310
H  -2.78  -1.25  0.90  0.316
H  -2.64  0.43  1.43  0.263
H  -0.65  0.48  1.02  0.490
H  0.54  -1.48  -0.27  -0.431
H  -1.07  0.47  -1.88  0.377
H  1.62  0.99  -0.36  0.420
H  -1.36  2.98  -1.79  0.249
H  -0.62  2.31  -3.26  0.311
H  -0.66  5.10  -2.37  0.286
H  0.00  4.46  -3.87  0.288
H  2.17  4.66  -3.05  0.287
H  1.51  5.46  -1.62  0.305
H  2.73  2.85  -1.72  0.313
H  1.91  3.59  -0.34  0.311
H  -0.39  -3.71  -0.81  0.377
H  -2.19  -4.97  -2.01  0.403
H  -4.29  -3.83  -2.71  0.406
H  -4.51  -1.36  -2.36  0.393
H  -2.86  -0.17  -0.97  0.384